No. 1
{
  "formula": "C4H9N2O2",
  "method": "ωB97M-V/def2-TZVPD",
  "symbols": ["O", "C", "N", "C", "C", "N", "C", "O", "H", "H", "H", "H", "H", "H", "H", "H", "H"],
  "coordinates": [[-0.139, -2.953, 2.736], [0.406, -2.136, 2.014], [-0.202, -0.936, 1.736], [0.471, -0.147, 0.705], [-0.485, 0.941, 0.082], [-0.025, 1.574, -1.085], [-0.244, 0.849, -2.403], [0.634, 1.312, -3.297], [1.397, -2.226, 1.571], [-1.129, -0.755, 2.068], [0.811, -0.783, -0.103], [1.318, 0.464, 1.087], [-0.854, 1.619, 0.880], [-1.470, 0.432, -0.023], [0.921, 1.917, -1.033], [-1.243, 1.128, -2.726], [-0.166, -0.301, -2.209]],
  "smiles": "O=CNCCNC[O-]",
  "de_lowest_kj_mol": 260.1,
  "max_force_ev_per_a": 3.001,
  "total_charge": -1,
  "homo_energy_ev": -2.5586
}

---

No. 2
{
  "formula": "C4H9N2O2",
  "method": "ωB97M-V/def2-TZVPD",
  "symbols": ["C", "C", "C", "C", "N", "N", "O", "O", "H", "H", "H", "H", "H", "H", "H", "H", "H"],
  "coordinates": [[0.582, -0.542, 1.121], [-1.034, -0.789, -1.602], [-0.081, -1.733, -2.114], [1.590, 1.110, 2.826], [-1.755, 0.249, -1.828], [0.736, 0.657, 1.619], [-1.801, 0.671, -3.002], [-2.563, 0.915, -0.881], [1.354, -1.133, 1.434], [0.940, -1.279, -2.071], [-0.325, -2.112, -3.076], [-0.195, -2.756, -1.507], [2.227, 1.848, 2.368], [1.052, 1.452, 3.637], [2.080, 0.225, 3.153], [-2.976, 1.758, -1.229], [0.168, 1.459, 1.152]],
  "de_lowest_kj_mol": 1053.7,
  "max_force_ev_per_a": 4.650,
  "total_charge": 1,
  "homo_energy_ev": [-12.8767, -13.5342]
}

---

No. 3
{
  "formula": "C4H9N2O2",
  "method": "ωB97M-V/def2-TZVPD",
  "symbols": ["C", "N", "C", "N", "C", "O", "C", "O", "H", "H", "H", "H", "H", "H", "H", "H", "H"],
  "coordinates": [[0.803, -2.041, -0.915], [0.388, -1.294, 0.265], [-0.009, -0.030, 0.402], [-0.488, 0.868, -0.461], [-0.723, 2.256, -0.252], [-0.012, 0.560, 1.958], [0.123, -0.289, 3.042], [0.624, -1.359, 2.967], [0.678, -1.637, -1.834], [1.795, -2.333, -0.807], [0.338, -2.963, -0.931], [0.749, -1.673, 1.232], [-0.670, 0.583, -1.410], [-1.024, 2.597, -1.137], [0.202, 2.670, 0.252], [-1.543, 2.315, 0.535], [-0.201, 0.334, 3.888]],
  "smiles": "CN/C(=[NH+]/C)OC=O",
  "de_lowest_kj_mol": 230.1,
  "max_force_ev_per_a": 6.631,
  "total_charge": 1,
  "homo_energy_ev": -14.7758
}

---

No. 4
{
  "formula": "C4H9N2O2P",
  "method": "ωB97M-V/def2-TZVPD",
  "symbols": ["C", "C", "C", "C", "N", "N", "O", "O", "P", "H", "H", "H", "H", "H", "H", "H", "H", "H"],
  "coordinates": [[-0.807, -2.860, -0.144], [1.508, 0.876, 0.290], [0.650, 1.063, -1.066], [0.626, 0.537, 1.454], [-2.657, 0.766, 0.273], [-0.020, -0.273, -1.232], [-2.096, 1.733, -0.069], [0.165, -0.811, 1.209], [-0.826, -1.138, 0.112], [-0.760, -3.566, 0.813], [-1.511, -3.246, -0.988], [2.266, 0.219, 0.173], [1.874, 1.890, 0.445], [-0.113, 1.871, -0.967], [1.275, 1.134, -1.953], [1.142, 0.671, 2.302], [-0.198, 1.198, 1.435], [-0.519, -0.065, -2.087]],
  "de_lowest_kj_mol": 570.6,
  "max_force_ev_per_a": 5.496,
  "homo_energy_ev": [-6.9679, -7.5899]
}

---

No. 5
{
  "formula": "C4H9N2O2S",
  "method": "ωB97M-V/def2-TZVPD",
  "symbols": ["C", "N", "C", "N", "C", "S", "C", "O", "O", "H", "H", "H", "H", "H", "H", "H", "H", "H"],
  "coordinates": [[-1.922, -0.150, 1.701], [-1.734, -0.132, 0.475], [-0.281, -0.427, -0.076], [-0.149, -1.571, -0.511], [0.913, -2.268, -1.247], [1.001, 1.068, -0.091], [0.131, 2.666, -0.043], [1.657, 0.900, 1.121], [1.707, 0.813, -1.338], [-2.912, 0.049, 2.183], [-1.137, -0.284, 2.517], [-0.797, -2.198, -0.193], [1.588, -2.852, -0.614], [1.616, -1.630, -1.724], [0.318, -2.766, -2.009], [-0.540, 2.784, 0.732], [1.116, 3.097, -0.063], [-0.573, 2.901, -0.818]],
  "smiles": "C=N/C(=[NH+]/C)S(C)(=O)=O",
  "de_lowest_kj_mol": 326.4,
  "max_force_ev_per_a": 6.796,
  "total_charge": 1,
  "homo_energy_ev": -14.8771
}

---

No. 6
{
  "formula": "C4H9N2OP",
  "method": "ωB97M-V/def2-TZVPD",
  "symbols": ["C", "C", "O", "P", "N", "C", "C", "N", "H", "H", "H", "H", "H", "H", "H", "H", "H"],
  "coordinates": [[-2.398, 0.769, 0.212], [-2.073, -0.734, 0.173], [-0.731, -0.854, -0.247], [0.383, -0.770, 0.947], [0.902, 1.114, 0.683], [1.934, 1.104, -0.022], [2.501, -0.184, -0.549], [1.722, -1.218, 0.013], [-3.331, 1.133, -0.077], [-2.326, 1.272, 1.120], [-1.689, 1.231, -0.509], [-2.831, -1.141, -0.566], [-2.337, -1.047, 1.119], [2.246, 1.979, -0.360], [2.489, -0.278, -1.614], [3.676, -0.149, -0.283], [1.862, -2.226, -0.040]],
  "smiles": "CCOP1N=CCN1",
  "de_lowest_kj_mol": 55.8,
  "max_force_ev_per_a": 4.692,
  "homo_energy_ev": -8.7607
}

---

No. 7
{
  "formula": "C4H9N2OS",
  "method": "ωB97M-V/def2-TZVPD",
  "symbols": ["C", "C", "C", "C", "N", "N", "O", "S", "H", "H", "H", "H", "H", "H", "H", "H", "H"],
  "coordinates": [[-0.100, -1.387, -0.484], [-1.087, 0.701, -0.411], [-0.269, 0.552, 2.029], [0.474, 0.247, -2.326], [-0.276, -0.271, -1.163], [0.547, 0.413, 3.026], [0.799, -2.181, -1.090], [-0.134, 1.690, 0.801], [-1.487, 1.259, -1.218], [-1.861, 0.251, 0.191], [-1.019, -0.146, 1.822], [1.106, -0.665, -2.484], [-0.182, 0.522, -3.219], [1.046, 1.073, -1.883], [0.681, -3.124, -0.726], [0.570, -0.143, 3.941], [1.191, 1.210, 3.195]],
  "de_lowest_kj_mol": 351.4,
  "max_force_ev_per_a": 3.407,
  "total_charge": 1,
  "homo_energy_ev": -12.4293
}

---

No. 8
{
  "formula": "C4H9N2S",
  "method": "ωB97M-V/def2-TZVPD",
  "symbols": ["C", "C", "C", "S", "N", "C", "N", "H", "H", "H", "H", "H", "H", "H", "H", "H"],
  "coordinates": [[-2.022, 0.033, 0.541], [-0.943, 0.287, -0.532], [-0.205, 1.634, -0.313], [1.488, 1.208, 0.209], [1.245, -0.403, -0.052], [2.214, -1.431, 0.103], [-0.065, -0.803, -0.503], [-2.912, 0.613, 0.324], [-1.642, 0.295, 1.526], [-2.275, -1.024, 0.542], [-1.421, 0.256, -1.523], [-0.146, 2.241, -1.215], [-0.677, 2.223, 0.473], [3.206, -1.000, 0.215], [2.171, -2.081, -0.772], [1.983, -2.050, 0.976]],
  "smiles": "C[C@H]1CS[N+](C)=N1",
  "de_lowest_kj_mol": 330.8,
  "max_force_ev_per_a": 7.730,
  "total_charge": 1,
  "homo_energy_ev": [-14.1726, -14.2319]
}

---

No. 9
{
  "formula": "C4H9N2S",
  "method": "ωB97M-V/def2-TZVPD",
  "symbols": ["C", "C", "C", "C", "N", "N", "S", "H", "H", "H", "H", "H", "H", "H", "H", "H"],
  "coordinates": [[-0.906, 1.484, -1.001], [1.534, -0.974, -0.067], [-1.579, 0.910, -0.178], [-2.480, 0.367, 0.702], [0.516, -1.756, -0.350], [1.504, 0.270, 0.324], [2.682, 1.378, 0.233], [3.572, 0.571, -0.424], [-0.095, 1.714, -1.696], [2.551, -1.510, -0.040], [-3.462, 0.807, 0.466], [-2.588, -0.656, 0.614], [-2.154, 0.676, 1.745], [0.678, -2.709, -0.222], [-0.386, -1.325, -0.337], [0.612, 0.750, 0.230]],
  "de_lowest_kj_mol": 367.5,
  "max_force_ev_per_a": 4.090,
  "total_charge": 1,
  "homo_energy_ev": -13.4759
}

---

No. 10
{
  "formula": "C4H9N2S",
  "method": "ωB97M-V/def2-TZVPD",
  "symbols": ["C", "C", "C", "C", "N", "N", "S", "H", "H", "H", "H", "H", "H", "H", "H", "H"],
  "coordinates": [[1.521, -2.953, -1.699], [-1.503, 0.621, -0.310], [-1.606, 2.009, 1.577], [1.506, -0.364, 0.191], [-0.985, 1.041, 0.753], [0.795, -0.750, -0.948], [-0.659, -0.510, -1.399], [0.956, -3.120, -2.610], [2.589, -2.827, -1.842], [-2.472, 0.910, -0.725], [-0.896, 2.823, 1.730], [-1.769, 1.556, 2.557], [-2.549, 2.398, 1.180], [2.574, -0.403, -0.022], [1.303, -1.056, 1.018], [1.194, 0.625, 0.549]],
  "de_lowest_kj_mol": 826.4,
  "max_force_ev_per_a": 2.534,
  "total_charge": 1,
  "homo_energy_ev": [-12.8140, -14.1321]
}

---

> What is the formula in the tenth record?

C4H9N2S

---

Copy entry 6 word for word.
{
  "formula": "C4H9N2OP",
  "method": "ωB97M-V/def2-TZVPD",
  "symbols": ["C", "C", "O", "P", "N", "C", "C", "N", "H", "H", "H", "H", "H", "H", "H", "H", "H"],
  "coordinates": [[-2.398, 0.769, 0.212], [-2.073, -0.734, 0.173], [-0.731, -0.854, -0.247], [0.383, -0.770, 0.947], [0.902, 1.114, 0.683], [1.934, 1.104, -0.022], [2.501, -0.184, -0.549], [1.722, -1.218, 0.013], [-3.331, 1.133, -0.077], [-2.326, 1.272, 1.120], [-1.689, 1.231, -0.509], [-2.831, -1.141, -0.566], [-2.337, -1.047, 1.119], [2.246, 1.979, -0.360], [2.489, -0.278, -1.614], [3.676, -0.149, -0.283], [1.862, -2.226, -0.040]],
  "smiles": "CCOP1N=CCN1",
  "de_lowest_kj_mol": 55.8,
  "max_force_ev_per_a": 4.692,
  "homo_energy_ev": -8.7607
}